15
Properties=species:S:1:pos:R:3 method="wB97M-V/def2-TZVPD" spin_multiplicity=2 lumo_energy_ev="-0.84 / -0.84" gap_ha="0.23576 / 0.23517" mol_weight_g_mol=206.912
In 16.527 -24.068 4.740
O 16.391 -30.055 3.646
C 15.390 -29.196 4.183
C 15.832 -27.896 4.946
O 16.738 -27.015 4.246
H 14.688 -29.809 4.749
H 14.878 -28.944 3.254
H 16.354 -28.340 5.794
H 14.974 -27.468 5.464
C 13.015 -25.765 4.083
O 13.606 -24.555 4.508
H 13.578 -26.547 3.573
H 12.530 -26.223 4.946
H 12.085 -25.608 3.536
H 12.902 -23.967 4.791